Record 1
{
  "formula": "ClH3P4S",
  "method": "ωB97M-V with the def2-TZVPD basis set",
  "species": ["P", "P", "H", "Cl", "H", "P", "H", "P", "S"],
  "xyz": [[0.83449, 0.19899, -0.67930], [2.98191, 0.16702, 0.26691], [-2.86550, -0.62201, 0.72792], [-0.13113, -2.80210, 0.09902], [-1.78451, 0.88114, -0.14605], [-2.27676, -0.40584, -0.54793], [0.09805, 1.51975, -0.52717], [-0.48317, -0.91753, 0.67148], [3.62663, 1.98057, 0.13512]],
  "atomic_forces_ev_per_a": [[0.4, 1.0, -0.3], [-1.2, 1.0, -0.4], [-0.7, 0.3, -0.3], [0.5, -1.4, -0.4], [-0.8, 0.0, -0.2], [0.7, 0.1, 0.9], [1.4, -1.3, 0.2], [-0.1, 1.0, 0.4], [-0.1, -0.6, 0.0]],
  "total_energy_ev": -60560.5831,
  "de_lowest_kj_mol": 20.4,
  "mol_weight_da": 194.4,
  "max_force_ev_per_a": 1.94,
  "charge": 0,
  "smiles": "[PH2]#P(Cl)[PH]#P=S"
}

---

Record 2
{
  "formula": "ClH3S",
  "method": "ωB97M-V with the def2-TZVPD basis set",
  "species": ["H", "Cl", "H", "H", "S"],
  "xyz": [[-1.04352, 0.61043, 1.17557], [0.27567, -0.24478, -1.58702], [-0.13112, -1.39979, -1.72906], [0.74155, -0.08902, 0.96671], [0.15742, 1.12315, 1.17380]],
  "atomic_forces_ev_per_a": [[-0.9, -0.4, 0.0], [0.5, 1.2, -0.5], [-0.5, -1.6, -0.3], [-0.3, 0.6, 0.2], [1.2, 0.2, 0.6]],
  "total_energy_ev": -23405.9855,
  "de_lowest_kj_mol": 37.7,
  "mol_weight_da": 70.5,
  "max_force_ev_per_a": 1.74,
  "charge": 0,
  "smiles": "Cl.S"
}

---

Record 3
{
  "formula": "ClH3S",
  "method": "ωB97M-V with the def2-TZVPD basis set",
  "species": ["H", "Cl", "S", "H", "H"],
  "xyz": [[1.32198, -1.17797, 0.27202], [1.45221, 0.06227, -0.01308], [-1.35653, -0.04244, -0.02079], [-1.66314, 1.23407, 0.26560], [-2.64192, -0.43578, 0.01745]],
  "atomic_forces_ev_per_a": [[0.0, 0.1, 0.0], [1.3, 0.1, 0.0], [-1.3, -0.3, 0.0], [0.1, -0.1, 0.0], [-0.1, 0.2, 0.0]],
  "total_energy_ev": -23405.9418,
  "de_lowest_kj_mol": 41.9,
  "mol_weight_da": 70.5,
  "max_force_ev_per_a": 1.32,
  "charge": 0,
  "smiles": "Cl.S"
}

---

Record 4
{
  "formula": "ClH4N2OP",
  "method": "ωB97M-V with the def2-TZVPD basis set",
  "species": ["H", "H", "N", "H", "P", "Cl", "O", "N", "H"],
  "xyz": [[1.70341, 0.16551, 1.49348], [-1.06636, -1.14530, -0.17237], [1.03240, -0.41327, 1.09197], [0.04931, -0.43499, 1.45424], [1.00101, -0.10885, -0.50629], [-1.32272, 1.91473, 0.31530], [-0.17251, 2.05912, -0.82334], [-0.38831, -0.96774, -0.91990], [-0.83623, -1.06921, -1.93308]],
  "atomic_forces_ev_per_a": [[1.0, 1.1, 1.7], [0.2, 0.1, -0.6], [-2.9, -0.9, -1.0], [1.5, 0.3, 0.6], [-1.7, 0.8, -2.8], [-0.8, -0.1, 0.7], [1.7, -1.8, 0.0], [-0.6, -0.2, -1.7], [1.7, 0.7, 3.2]],
  "total_energy_ev": -26901.4794,
  "de_lowest_kj_mol": 472.1,
  "mol_weight_da": 114.5,
  "max_force_ev_per_a": 3.67,
  "charge": 0
}

---

Record 5
{
  "formula": "ClH4N2P",
  "method": "ωB97M-V with the def2-TZVPD basis set",
  "species": ["H", "H", "Cl", "H", "P", "H", "N", "N"],
  "xyz": [[0.82529, -1.68993, -1.06642], [-0.22097, 1.70204, 1.11574], [-3.04239, -0.62919, -0.13358], [1.11622, -1.56390, 0.61826], [-1.33473, 0.34908, -0.57442], [-1.97948, 1.68801, 1.25939], [1.22428, -1.03567, -0.33968], [-1.20481, 1.23395, 0.85954]],
  "atomic_forces_ev_per_a": [[0.5, 0.6, 1.0], [-3.1, -1.5, -1.0], [-0.7, -0.4, 0.2], [0.0, 1.0, -2.3], [1.4, 0.4, 0.3], [-1.0, 0.6, 0.6], [-1.2, -1.2, 1.2], [4.1, 0.6, 0.0]],
  "total_energy_ev": -24854.2119,
  "de_lowest_kj_mol": 308.7,
  "mol_weight_da": 98.5,
  "max_force_ev_per_a": 4.19,
  "charge": 0
}

---

Record 6
{
  "formula": "ClH8O4",
  "method": "ωB97M-V with the def2-TZVPD basis set",
  "species": ["H", "H", "H", "O", "O", "H", "H", "Cl", "H", "O", "O", "H", "H"],
  "xyz": [[-0.79864, -0.47385, -0.47278], [0.09149, 1.88092, 1.70857], [0.93934, -2.20961, 2.12129], [0.72706, -2.66387, 1.30169], [-1.56191, -0.59624, 0.11867], [0.77191, 0.75104, 0.91432], [-1.29872, 0.08738, 0.75838], [1.45175, 0.35834, -0.68562], [0.44882, -1.94778, 0.71196], [0.22986, 0.93034, 1.72303], [-0.59430, 1.59543, -2.81102], [-0.03189, 1.44780, -2.02550], [-0.37475, 0.84010, -3.36298]],
  "atomic_forces_ev_per_a": [[-0.2, -0.2, -0.3], [0.0, 0.0, 0.0], [0.0, 0.1, 0.0], [0.0, -0.1, 0.0], [0.4, 0.3, -0.1], [0.1, 0.0, 0.0], [-0.2, -0.2, 0.3], [0.5, -0.3, -1.1], [0.0, 0.0, 0.0], [-0.6, 0.3, 1.1], [0.0, 0.1, 0.0], [0.0, -0.1, -0.1], [0.0, 0.0, 0.0]],
  "total_energy_ev": -20845.6139,
  "de_lowest_kj_mol": 27.9,
  "mol_weight_da": 107.5,
  "max_force_ev_per_a": 1.33,
  "charge": -1
}

---

Record 7
{
  "formula": "ClHNO2S2",
  "method": "ωB97M-V with the def2-TZVPD basis set",
  "species": ["S", "O", "Cl", "N", "H", "O", "S"],
  "xyz": [[-1.55810, 0.26272, 0.38226], [-4.30092, -1.51109, -0.73154], [-1.97819, 2.25000, -0.60631], [-0.15757, -0.45470, -0.19199], [0.61781, -0.16082, 0.43286], [-4.02504, -0.47425, 1.33677], [-4.03119, -0.26655, -0.11568]],
  "atomic_forces_ev_per_a": [[3.7, -1.3, -0.9], [-0.4, -1.8, -2.2], [0.0, 0.3, -0.1], [-2.4, 1.3, 1.0], [-0.7, 0.0, -0.2], [-0.5, 1.2, -0.3], [0.3, 0.3, 2.8]],
  "total_energy_ev": -39794.6119,
  "de_lowest_kj_mol": 90.0,
  "mol_weight_da": 146.6,
  "max_force_ev_per_a": 4.00,
  "charge": -1,
  "smiles": "[H]/N=S(/Cl)#S(=O)[O-]"
}

---

Record 8
{
  "formula": "ClHNOPS",
  "method": "ωB97M-V with the def2-TZVPD basis set",
  "species": ["H", "Cl", "P", "N", "S", "O"],
  "xyz": [[0.21775, -0.87117, -0.54260], [-2.49152, -0.56856, -0.60036], [1.10950, 1.24442, 0.36839], [0.17250, -0.24744, 0.24010], [-1.25315, -0.52855, 1.02132], [2.24491, 0.97130, -0.48685]],
  "atomic_forces_ev_per_a": [[1.1, -0.4, -0.5], [-0.4, 0.2, 0.0], [-1.8, -1.6, 0.3], [0.3, 1.5, 0.4], [-0.6, -0.1, 0.5], [1.3, 0.2, -0.8]],
  "total_energy_ev": -36200.3737,
  "de_lowest_kj_mol": 8.8,
  "mol_weight_da": 129.5,
  "max_force_ev_per_a": 2.37,
  "charge": 0,
  "smiles": "O=PNSCl"
}

---

Question: charge of number 6 (ClH8O4)?
Answer: -1

---

Question: Which value of charge does entry 5 give?
Answer: 0

---

What did the seventh record say?
{
  "formula": "ClHNO2S2",
  "method": "ωB97M-V with the def2-TZVPD basis set",
  "species": ["S", "O", "Cl", "N", "H", "O", "S"],
  "xyz": [[-1.55810, 0.26272, 0.38226], [-4.30092, -1.51109, -0.73154], [-1.97819, 2.25000, -0.60631], [-0.15757, -0.45470, -0.19199], [0.61781, -0.16082, 0.43286], [-4.02504, -0.47425, 1.33677], [-4.03119, -0.26655, -0.11568]],
  "atomic_forces_ev_per_a": [[3.7, -1.3, -0.9], [-0.4, -1.8, -2.2], [0.0, 0.3, -0.1], [-2.4, 1.3, 1.0], [-0.7, 0.0, -0.2], [-0.5, 1.2, -0.3], [0.3, 0.3, 2.8]],
  "total_energy_ev": -39794.6119,
  "de_lowest_kj_mol": 90.0,
  "mol_weight_da": 146.6,
  "max_force_ev_per_a": 4.00,
  "charge": -1,
  "smiles": "[H]/N=S(/Cl)#S(=O)[O-]"
}